The following is a quantum chemistry calculation of a structure of composition C7H9AlBrF4N2, from the OMol25 dataset.

Geometry as XYZ:
```
24
C7H9AlBrF4N2, DFT the ωB97M-V functional and the def2-TZVPD basis
Br 1.38 2.82 -1.23
Al 3.10 -3.31 1.20
F 2.72 -4.94 0.53
F 1.57 -2.42 1.54
F 4.04 -3.49 2.73
F 4.08 -2.38 0.01
N -2.18 -1.44 -2.14
N -1.07 3.99 1.06
C -2.05 0.42 0.15
C -2.41 1.88 -0.47
C -2.24 -0.78 -1.00
C -0.59 0.30 0.89
C -1.79 3.17 0.33
C 0.69 0.93 -1.48
C 0.69 0.04 -0.11
H 1.66 0.33 0.52
H -2.17 1.98 -1.64
H 0.84 -1.11 -0.39
H -3.60 1.99 -0.41
H -0.32 0.93 -2.08
H -2.87 0.18 0.98
H -0.33 1.19 1.63
H 1.49 0.41 -2.21
H -0.65 -0.67 1.59
```

LUMO energy   2.08 eV
Total charge   -1


The following is a quantum chemistry calculation of a structure of composition C7H9AsF6N4OPtS5, from the OMol25 dataset.

Geometry as XYZ:
```
34
C7H9AsF6N4OPtS5, DFT the ωB97M-V functional and the def2-TZVPD basis
Pt 1.86 0.19 -0.19
As 3.51 0.95 2.39
S 1.30 -1.93 -1.06
S 2.27 0.13 3.94
S 3.82 -0.53 0.75
S 2.31 2.17 0.94
S 5.26 1.90 3.08
F -2.23 3.06 -2.55
F -0.82 1.59 -4.27
F -2.72 1.33 -1.35
F 0.70 0.27 -3.51
F -1.70 3.01 -0.46
F -1.38 -0.18 -3.15
O -0.09 0.80 -0.84
N -1.38 -3.84 1.03
N -0.39 -1.86 1.16
N -0.48 -3.64 0.01
N -0.09 -0.62 1.63
C 0.15 -2.45 0.05
C -2.06 -2.42 2.94
C -1.76 2.25 -1.56
C -0.48 0.82 -3.20
C 0.62 2.76 -2.08
C -1.30 -2.74 1.71
C -0.38 1.62 -1.87
H 0.33 3.43 -2.90
H -2.67 -1.53 2.78
H 0.54 -0.52 2.43
H 0.71 3.32 -1.15
H -2.70 -3.26 3.19
H -0.67 0.13 1.30
H 1.60 2.32 -2.29
H -0.33 -4.34 -0.69
H -1.38 -2.20 3.76
```

LUMO energy   4.51 eV
Relative energy (zero: lowest compared OMol25 entry of this formula, charge and spin)   10.86 kcal/mol
Total charge   -2


The following is a quantum chemistry calculation of the ion C7H9BrF4NO2 with charge -1, from the OMol25 dataset.

Geometry as XYZ:
```
24
C7H9BrF4NO2, DFT the ωB97M-V functional and the def2-TZVPD basis
Br 3.58 -0.29 -0.86
F -3.34 1.46 0.15
F -2.79 -0.76 -1.25
F -3.34 -1.28 0.81
F -2.16 0.77 1.86
O 1.20 2.93 -0.45
O 1.91 1.90 1.43
N -1.12 1.39 -0.15
C -2.38 -0.69 0.05
C 0.23 0.83 0.14
C 1.77 -1.06 -0.80
C 1.20 2.05 0.43
C 0.71 0.01 -1.07
C 1.62 -1.84 0.50
C -2.20 0.78 0.46
H 1.09 0.73 -1.81
H 0.22 0.25 1.06
H 1.79 -1.75 -1.65
H -1.45 -1.26 0.14
H -0.15 -0.48 -1.55
H 0.57 -2.05 0.70
H -1.13 2.38 0.06
H 2.01 -1.26 1.35
H 2.17 -2.78 0.45
```

LUMO energy   3.04 eV
Structure (SMILES)   C[C@H](Br)C[C@H](NC(F)(F)C(F)F)C(=O)[O-]
Relative energy (zero: lowest compared OMol25 entry of this formula, charge and spin)   0.00 kcal/mol
Total charge   -1


The following is a quantum chemistry calculation of the ion C7H9BrNO with charge +1, from the OMol25 dataset.

Geometry as XYZ:
```
19
C7H9BrNO, DFT the ωB97M-V functional and the def2-TZVPD basis
Br 3.30 0.28 -0.02
O 0.61 1.60 -0.47
N 0.36 0.30 -0.26
C -1.96 0.54 -0.82
C -0.93 -1.67 -0.14
C 0.63 2.41 0.72
C 1.75 -0.68 0.07
C 1.45 -1.97 0.29
C -0.81 -0.28 -0.39
C 0.13 -2.46 0.21
H 0.84 3.41 0.35
H -0.04 -3.51 0.40
H 2.26 -2.66 0.51
H -1.77 0.92 -1.83
H -1.92 -2.10 -0.23
H -2.09 1.42 -0.19
H -2.88 -0.03 -0.83
H -0.34 2.38 1.23
H 1.41 2.09 1.41
```

LUMO energy   -4.83 eV
Structure (SMILES)   CO[n+]1c(C)cccc1Br
Relative energy (zero: lowest compared OMol25 entry of this formula, charge and spin)   2.22 kcal/mol
Total charge   +1


The following is a quantum chemistry calculation of a structure of composition C7H9ClN2O6Pd, from the OMol25 dataset.

Geometry as XYZ:
```
26
C7H9ClN2O6Pd, DFT the ωB97M-V functional and the def2-TZVPD basis
Pd 1.77 0.60 0.03
Cl 3.79 -1.30 1.39
O 4.68 -0.22 1.09
O 2.70 -0.84 2.22
O 4.52 -2.35 2.08
O 2.24 3.08 -1.47
O 3.20 -1.82 0.18
O 0.15 3.10 -0.71
N -0.29 -1.04 -0.76
N -0.36 -1.58 1.48
C -1.04 -1.21 0.34
C 1.50 2.41 -0.80
C -0.90 -0.71 -1.89
C -2.26 -0.51 -2.01
C -2.43 -1.06 0.32
C -3.04 -0.70 -0.87
C -0.81 2.46 0.07
H -0.78 -1.24 2.33
H 0.63 -1.36 1.44
H -3.00 -1.22 1.22
H -4.11 -0.55 -0.90
H -0.35 1.60 0.60
H -1.65 2.08 -0.54
H -0.24 -0.56 -2.74
H -1.22 3.15 0.82
H -2.70 -0.20 -2.95
```

LUMO energy   5.24 eV
Relative energy (zero: lowest compared OMol25 entry of this formula, charge and spin)   44.06 kcal/mol
Total charge   -2


The following is a quantum chemistry calculation of a structure of composition C7H9F, from the OMol25 dataset.

Geometry as XYZ:
```
17
C7H9F, DFT the ωB97M-V functional and the def2-TZVPD basis
F 1.25 1.52 0.72
C -1.24 0.21 1.49
C 1.89 -0.08 -0.72
C 0.67 0.45 0.04
C -0.14 -0.64 0.82
C -0.61 0.60 -0.71
C -1.51 1.11 0.46
C -0.80 -0.97 -0.57
H 1.69 -0.81 -1.54
H 0.32 -1.47 1.45
H 2.57 0.67 -1.29
H -1.82 -1.30 -0.37
H -0.23 -1.61 -1.17
H -0.68 1.04 -1.73
H -1.53 0.00 2.63
H 2.44 -0.58 0.08
H -2.27 1.88 0.41
```

LUMO energy   1.09 eV
Relative energy (zero: lowest compared OMol25 entry of this formula, charge and spin)   45.53 kcal/mol
Total charge   0


The following is a quantum chemistry calculation of the molecule C7H9F, from the OMol25 dataset.

Geometry as XYZ:
```
17
C7H9F, DFT the ωB97M-V functional and the def2-TZVPD basis
F 2.83 0.27 -0.77
C -1.94 0.31 0.03
C -0.79 -0.25 -0.37
C 1.79 0.06 0.08
C 0.39 0.68 -0.43
C 0.45 1.83 -1.15
C -0.68 -1.71 -0.52
C 1.98 -0.54 1.19
H -0.35 2.01 -1.99
H 1.27 2.38 -1.17
H -1.97 1.39 0.18
H -1.59 -2.21 -0.78
H -0.31 -2.16 0.37
H -2.88 -0.14 0.19
H 2.88 -0.91 1.54
H 1.11 -0.65 1.80
H 0.09 -2.01 -1.23
```

LUMO energy   0.80 eV
Structure (SMILES)   C=C(C)C(=C)C(=C)F
Relative energy (zero: lowest compared OMol25 entry of this formula, charge and spin)   41.41 kcal/mol
Total charge   0


The following is a quantum chemistry calculation of the molecule C7H9FIN3O2, from the OMol25 dataset.

Geometry as XYZ:
```
23
C7H9FIN3O2, DFT the ωB97M-V functional and the def2-TZVPD basis
I 3.84 2.10 0.73
F 0.63 2.72 0.61
O 3.26 -0.54 -1.74
O 1.60 -1.53 -2.74
N -2.28 -0.03 0.14
N -2.20 0.06 2.38
N 0.92 0.85 -0.51
C -0.37 -1.17 -0.66
C -1.25 -0.86 0.53
C 1.99 -0.95 -1.78
C 1.06 -0.55 -0.59
C -1.26 -0.85 1.88
C 1.33 1.58 0.61
C -2.84 0.52 1.29
H -0.81 -0.93 -1.65
H -2.64 0.20 -0.82
H 3.26 0.25 -1.11
H -0.88 -1.58 2.52
H -0.31 -2.28 -0.68
H 1.65 -0.91 0.32
H -3.61 1.28 1.35
H 0.40 1.21 -1.28
H 1.52 1.05 1.58
```

LUMO energy   -0.63 eV
Structure (SMILES)   O=C(O)[C@H](Cc1cnc[nH]1)N[C@H](F)I
Relative energy (zero: lowest compared OMol25 entry of this formula, charge and spin)   13.00 kcal/mol
Total charge   0


The following is a quantum chemistry calculation of a cluster of 2 separate species, C7H9FO in total, from the OMol25 dataset.

Geometry as XYZ:
```
18
C7H9FO, DFT the ωB97M-V functional and the def2-TZVPD basis
F -0.23 -2.02 -0.62
O -1.82 1.67 -0.79
C 1.32 -0.28 -0.11
C -1.87 0.81 0.28
C -3.69 -1.00 0.54
C 0.11 -0.74 -0.37
C -2.82 -0.16 0.45
C 1.32 1.21 0.23
C 2.62 -1.11 -0.16
H 2.42 1.56 0.59
H -2.14 1.22 -1.65
H 3.25 -1.05 0.86
H 1.06 1.66 -0.62
H 3.38 -0.71 -0.95
H -1.36 1.48 1.11
H -4.42 -1.80 0.49
H 2.32 -2.15 -0.30
H 0.55 1.41 1.01
```

LUMO energy (spin up / spin down)   -0.30 / -0.21 eV
Relative energy (zero: lowest compared OMol25 entry of this formula, charge and spin)   160.58 kcal/mol
Total charge   0


The following is a quantum chemistry calculation of the molecule C7H9N, from the OMol25 dataset.

Geometry as XYZ:
```
17
C7H9N, DFT the ωB97M-V functional and the def2-TZVPD basis
N -0.84 1.01 1.03
C 2.07 -1.15 0.09
C -1.12 -0.96 0.01
C 1.22 1.08 -0.83
C -2.21 -0.20 -0.32
C -0.09 -0.24 0.82
C -1.96 0.90 0.50
C 1.23 -0.11 -0.05
H 0.29 1.08 -1.35
H 1.26 1.87 -0.07
H -2.64 1.81 0.62
H 1.54 -2.00 0.58
H 2.13 1.25 -1.49
H -3.10 -0.51 -0.92
H -0.88 -1.92 -0.19
H -0.01 -0.68 1.79
H 3.10 -1.24 -0.23
```

LUMO energy   0.72 eV
Structure (SMILES)   C=C(C)[C@@H]1C=CC=N1
Relative energy (zero: lowest compared OMol25 entry of this formula, charge and spin)   70.82 kcal/mol
Total charge   0


Which of these has the highest total charge?
C7H9BrNO


Which of these has the highest total charge?
C7H9BrNO